*one*
{"formula": "C5H30N2O10", "method": "the ωB97M-V functional and the def2-TZVPD basis", "species": ["C", "C", "C", "C", "N", "N", "C", "O", "H", "H", "H", "H", "H", "H", "H", "H", "H", "H", "H", "H", "O", "H", "H", "O", "H", "H", "O", "H", "H", "O", "H", "H", "O", "H", "H", "O", "H", "H", "O", "H", "H", "O", "H", "H", "O", "H", "H"], "positions_angstrom": [[1.80010, -3.27368, -0.36856], [0.93393, -3.07581, 0.83814], [0.79703, -1.56871, 1.21230], [0.15957, -1.27823, 2.65282], [1.11884, -0.52244, 3.49091], [0.10482, -0.61774, 0.38063], [0.40335, -0.22889, -0.92921], [-0.37599, 0.44575, -1.52629], [2.65202, -2.68366, -0.33571], [1.31731, -2.70886, -1.16669], [1.99566, -4.21770, -0.79056], [-0.09320, -3.32394, 0.59915], [1.28960, -3.77315, 1.54682], [1.87469, -1.33875, 1.26320], [-0.83540, -0.76385, 2.41454], [-0.17715, -2.22744, 3.19053], [0.87012, -0.01455, 4.20857], [1.95054, -1.16388, 3.56044], [-0.81401, -0.32449, 0.77150], [1.36629, -0.63053, -1.43455], [-2.85182, 1.69336, -1.57100], [-2.18966, 1.29259, -1.04965], [-2.96118, 1.57076, -2.56223], [-1.31591, 0.83795, -4.05571], [-0.41568, 0.56902, -4.28556], [-0.94439, 1.27925, -3.17393], [1.58702, 3.82668, -0.21708], [1.92422, 3.10073, 0.27828], [1.84167, 4.64239, 0.15715], [-3.47061, -1.65305, -0.69192], [-3.99588, -1.85246, -1.53669], [-2.64936, -1.41884, -1.06698], [0.95632, 2.47650, -3.53926], [0.93437, 2.80772, -2.67513], [0.08268, 2.48483, -4.00184], [-4.94542, 1.20278, 0.09220], [-4.81341, 1.99663, -0.39695], [-4.11679, 0.91865, -0.22367], [-3.31626, 0.13486, 2.25062], [-4.23964, -0.24910, 1.78122], [-3.55899, 1.13998, 2.33276], [4.07334, 1.61941, -0.62252], [3.92398, 1.03673, 0.20522], [4.40952, 1.04431, -1.38460], [3.50818, 0.80400, 1.91100], [3.32027, 1.73891, 2.10048], [2.88527, 0.24596, 2.36783]], "lumo_energy_ev": 0.3, "homo_ev": -9.89, "total_charge": 0, "orbital_gap_ev": 10.173}

---

*two*
{"formula": "C5H30N2O10", "method": "the ωB97M-V functional and the def2-TZVPD basis", "species": ["C", "C", "C", "N", "O", "N", "C", "C", "H", "H", "H", "H", "H", "H", "H", "H", "H", "H", "H", "H", "O", "H", "H", "O", "H", "H", "O", "H", "H", "O", "H", "H", "O", "H", "H", "O", "H", "H", "O", "H", "H", "O", "H", "H", "O", "H", "H"], "positions_angstrom": [[2.04060, 1.05734, 1.07072], [1.06590, 1.43072, 0.02614], [0.85964, 0.40232, -1.12001], [-0.13809, 0.66529, -2.00951], [1.56587, -0.57247, -1.29214], [-0.30908, 1.89353, 0.37406], [-0.05627, 3.15038, 1.13613], [-1.09948, 0.96102, 1.24652], [3.00183, 0.63891, 0.75277], [1.76966, 0.30982, 1.79788], [2.34890, 2.09472, 1.59673], [1.46326, 2.28218, -0.63458], [-0.81134, 1.39975, -1.94505], [-0.19728, 0.08300, -2.81830], [0.70844, 3.75458, 0.62352], [0.18915, 3.06844, 2.23206], [-0.98407, 3.69767, 1.16419], [-1.32649, 0.06140, 0.65390], [-1.99754, 1.53610, 1.40367], [-0.51429, 0.71517, 2.12757], [-0.91422, -3.55161, 3.04018], [-0.59774, -3.33363, 2.14954], [-1.86294, -3.68431, 2.95871], [-0.63878, -0.39741, 4.60089], [-1.44684, -0.26979, 4.08620], [-0.57377, -1.36294, 4.54729], [2.74663, 1.12451, -3.43900], [3.06174, 0.70243, -4.25185], [3.28816, 0.57176, -2.85069], [1.03509, -2.57438, 1.43905], [1.63365, -2.65908, 0.68193], [1.63238, -2.84263, 2.15395], [2.45495, 2.75210, 3.65294], [1.74441, 2.47717, 4.25924], [2.84333, 1.86212, 3.68934], [-2.94174, -1.21932, -1.86752], [-3.45527, -0.39976, -1.91028], [-2.83461, -1.45122, -0.94206], [1.46052, -3.14194, -2.25781], [1.13003, -3.47527, -3.10025], [1.24939, -2.19374, -2.32872], [-4.06331, 1.39309, -0.71538], [-3.22627, 1.76921, -0.98754], [-4.80915, 1.96131, -0.53805], [-2.05489, -1.72655, -4.34141], [-2.24605, -2.53826, -3.85671], [-1.58348, -1.25134, -3.64945]], "lumo_energy_ev": 0.2, "homo_ev": -9.37, "total_charge": 0, "orbital_gap_ev": 9.533}

---

Most stable: *two* (next structure +195.7 kJ/mol)

---

*one*
{"formula": "C5H9FN", "method": "the ωB97M-V functional and the def2-TZVPD basis", "species": ["C", "C", "C", "C", "C", "N", "F", "H", "H", "H", "H", "H", "H", "H", "H", "H"], "positions_angstrom": [[-1.67814, -0.47062, 1.05364], [-0.89328, -0.04702, -1.05937], [1.56337, -0.64038, -0.41220], [0.29895, 0.98720, 0.94446], [0.45255, 0.36471, -0.48494], [-0.75671, 0.21125, 1.60768], [-2.55740, -1.22180, 1.36084], [-1.44685, -0.59985, -0.25681], [-1.67127, 0.75461, -1.43476], [-0.75198, -0.80236, -1.83014], [2.14289, -0.42070, 0.44285], [2.22134, -0.60891, -1.28252], [1.10559, -1.59905, -0.26242], [1.17231, 0.97397, 1.65873], [-0.05557, 1.96217, 1.02780], [0.85420, 1.15677, -1.07284]], "spin_multiplicity": 3, "lumo_energy_ev": [-4.6, -9.9], "homo_ev": [-12.60, -16.36], "total_charge": 1, "orbital_gap_ev": [8.029, 6.466]}

---

*two*
{"formula": "C5H9FN", "method": "the ωB97M-V functional and the def2-TZVPD basis", "species": ["C", "C", "C", "C", "C", "N", "F", "H", "H", "H", "H", "H", "H", "H", "H", "H"], "positions_angstrom": [[1.36150, -0.54804, 0.60947], [1.10989, -1.35786, -0.64532], [-0.91787, 1.51737, 0.30016], [-1.26729, -0.57443, 0.69194], [0.04966, -0.45341, -0.05978], [-0.12916, 0.87892, -0.79477], [-2.34011, -0.86179, 0.00291], [1.35656, -0.97222, 1.58610], [1.83855, 0.41497, 0.47491], [1.48752, -1.02200, -1.56563], [1.06030, -2.45923, -0.64330], [-1.80054, 2.11045, -0.08777], [-0.36708, 2.01924, 1.01670], [-1.39735, -0.69507, 1.75880], [-0.77401, 0.78303, -1.60368], [0.72941, 1.22006, -1.04074]], "spin_multiplicity": 3, "lumo_energy_ev": [-3.3, -6.6], "homo_ev": [-11.39, -16.19], "total_charge": 1, "orbital_gap_ev": [8.129, 9.610]}

---

Most stable: *two* (next structure +157.3 kJ/mol)

---

*one*
{"formula": "C5H13NOS", "method": "the ωB97M-V functional and the def2-TZVPD basis", "species": ["C", "S", "C", "C", "C", "N", "C", "O", "H", "H", "H", "H", "H", "H", "H", "H", "H", "H", "H", "H", "H"], "positions_angstrom": [[0.96865, -1.75821, 3.05230], [0.73083, -0.00441, 2.59033], [-0.32381, -0.26083, 1.12493], [0.16592, 0.53940, -0.06606], [-0.68187, 0.22854, -1.32540], [-1.69424, 1.19610, -1.64264], [0.32988, 0.23498, -2.48946], [-0.36965, 0.23778, -3.73601], [-0.04536, -2.10862, 3.20081], [1.50499, -1.84483, 3.99381], [1.47577, -2.31764, 2.26502], [-1.35239, 0.02475, 1.36600], [-0.34261, -1.33405, 0.92650], [0.00361, 1.59586, 0.14762], [1.22409, 0.41433, -0.29376], [-0.92766, -0.83550, -1.30191], [-1.72904, 1.35968, -2.63757], [-2.65629, 0.97535, -1.40967], [0.90090, 1.16946, -2.39738], [1.00044, -0.62584, -2.43052], [0.27924, 0.20167, -4.44374]], "lumo_energy_ev": 0.8, "homo_ev": -8.39, "total_charge": 0, "orbital_gap_ev": 9.177}

---

*two*
{"formula": "C5H13NOS", "method": "the ωB97M-V functional and the def2-TZVPD basis", "species": ["C", "N", "C", "C", "C", "S", "C", "O", "H", "H", "H", "H", "H", "H", "H", "H", "H", "H", "H", "H", "H"], "positions_angstrom": [[-1.55772, -2.03963, -0.09506], [-0.80091, -0.90270, -0.56522], [0.00007, -0.43923, 0.39816], [1.04651, 0.46553, -0.12626], [1.55456, -0.98284, 0.20655], [4.09684, 0.19087, -0.34566], [-1.79183, 2.35817, 0.21372], [-1.92297, 1.40745, -0.80238], [-2.33134, -2.33419, -0.81362], [-0.93582, -2.91917, 0.07196], [-2.27386, -1.86435, 0.72263], [-1.45592, 0.55821, -0.63707], [-0.25418, -0.35717, 1.45156], [0.92344, 0.64154, -1.18609], [1.67870, 1.11541, 0.46418], [2.34826, -0.93172, 0.95280], [1.69280, -1.46927, -0.74387], [5.23264, -0.44732, -0.63842], [-2.63695, 2.31214, 0.90442], [-0.86098, 2.27901, 0.79085], [-1.75135, 3.35924, -0.22316]], "lumo_energy_ev": -3.5, "homo_ev": -8.22, "total_charge": 0, "orbital_gap_ev": 4.697}

---

Most stable: *one* (next structure +616.8 kJ/mol)

---

*one*
{"formula": "C5H13NOS", "method": "the ωB97M-V functional and the def2-TZVPD basis", "species": ["C", "N", "C", "O", "C", "C", "C", "S", "H", "H", "H", "H", "H", "H", "H", "H", "H", "H", "H", "H", "H"], "positions_angstrom": [[-0.64484, -0.80488, -1.79423], [-3.16900, 0.33096, -0.21711], [-3.28774, 0.85355, 0.90814], [2.22908, 1.12252, -1.73738], [0.23138, -1.45969, -0.73926], [-0.31164, -1.02837, 0.65393], [0.18968, 0.43671, 1.00437], [1.96568, 0.33319, 1.26695], [-1.55653, -1.41504, -1.93867], [-0.21409, -0.84473, -2.79422], [-1.04984, 0.16852, -1.52718], [-3.31660, 0.20310, 1.78866], [-3.44951, 1.93509, 1.01307], [2.96482, 0.85877, -2.29076], [0.26883, -2.54858, -0.83225], [1.24781, -1.09505, -0.80952], [-1.40978, -1.01198, 0.64876], [0.02639, -1.72556, 1.42684], [-0.07671, 1.19418, 0.26518], [-0.37934, 0.71869, 1.90441], [2.39107, 0.88141, -0.80236]], "lumo_energy_ev": -4.4, "homo_ev": -7.45, "total_charge": 0, "orbital_gap_ev": 3.010}

---

*two*
{"formula": "C5H13NOS", "method": "the ωB97M-V functional and the def2-TZVPD basis", "species": ["C", "C", "C", "C", "C", "N", "O", "S", "H", "H", "H", "H", "H", "H", "H", "H", "H", "H", "H", "H", "H"], "positions_angstrom": [[0.42560, -1.95272, -1.44688], [0.11047, 0.50957, -1.78323], [1.68273, -0.17497, 0.13515], [-2.04668, 1.56747, 1.86835], [0.40486, -0.60344, -0.67184], [-0.67392, -0.58467, 0.19708], [0.34191, 1.06090, 2.78539], [-0.31539, 1.49646, 1.55042], [0.40405, -1.92224, -2.62660], [1.37511, -2.51181, -1.15323], [-0.40178, -2.61846, -1.09500], [-0.04063, 1.36011, -1.18822], [-0.73103, 0.19808, -2.28199], [1.04674, 0.47985, -2.43050], [1.79409, -0.65000, 1.24875], [2.69391, -0.41765, -0.46472], [1.60686, 0.96851, 0.39559], [-2.60958, 1.89400, 0.99430], [-2.06847, 2.38665, 2.75665], [-2.41354, 0.64913, 2.20677], [-0.58531, -1.13475, 1.00376]], "lumo_energy_ev": [-0.3, -0.5], "homo_ev": [-8.36, -9.10], "total_charge": 0, "orbital_gap_ev": [8.023, 8.610]}

---

*three*
{"formula": "C5H13NOS", "method": "the ωB97M-V functional and the def2-TZVPD basis", "species": ["C", "C", "C", "C", "S", "N", "C", "O", "H", "H", "H", "H", "H", "H", "H", "H", "H", "H", "H", "H", "H"], "positions_angstrom": [[1.67121, -0.21702, -1.98459], [0.54132, 0.47156, -1.23312], [-0.41496, -0.56215, -0.59892], [0.09479, -1.43582, 0.59596], [-1.41785, -2.12269, 1.33553], [1.17102, 1.30628, -0.19382], [0.35088, 2.09569, 0.70868], [-0.52067, 2.91073, -0.07952], [2.26698, 0.39110, -2.69448], [2.47163, -0.65986, -1.40870], [1.31736, -0.98956, -2.67260], [-0.10736, 1.01656, -1.94250], [-0.98288, -1.03084, -1.41024], [-1.35180, -0.10497, -0.17901], [0.80011, -2.19069, 0.24978], [0.58537, -0.76859, 1.32750], [-0.97364, -3.31205, 1.79092], [1.84841, 0.73747, 0.29493], [1.00951, 2.85660, 1.17142], [-0.22096, 1.56466, 1.49060], [-0.94803, 2.31710, -0.70519]], "lumo_energy_ev": 0.8, "homo_ev": -8.84, "total_charge": 0, "orbital_gap_ev": 9.628}

---

Most stable: *three* (next structure +303.6 kJ/mol)

---

*one*
{"formula": "C5H13NOS", "method": "the ωB97M-V functional and the def2-TZVPD basis", "species": ["C", "C", "O", "C", "N", "C", "C", "S", "H", "H", "H", "H", "H", "H", "H", "H", "H", "H", "H", "H", "H"], "positions_angstrom": [[-0.29176, 1.48812, -0.69111], [-1.16933, 1.58114, 0.52854], [-0.38736, 2.25285, 1.55517], [1.23788, 1.10133, -0.57703], [1.50096, -0.30232, -0.03787], [0.53725, -1.27034, -0.47525], [0.57676, -2.60425, 0.34179], [-0.82124, -3.57967, -0.51635], [-0.31421, 2.48004, -1.20248], [-0.85905, 0.84474, -1.41197], [-2.09321, 2.00436, 0.27584], [-1.46132, 0.50440, 0.98025], [-0.93941, 2.57164, 2.28046], [1.67815, 1.15693, -1.50719], [1.67939, 2.03087, 0.20910], [1.37456, -0.17737, 0.98591], [-0.43706, -0.99788, -0.06710], [0.54594, -1.41268, -1.59842], [0.14858, -2.62954, 1.35722], [1.53497, -3.19404, 0.35636], [-2.04048, -1.84832, -0.78587]], "lumo_energy_ev": -1.2, "homo_ev": -8.82, "total_charge": 0, "orbital_gap_ev": 7.592}

---

*two*
{"formula": "C5H13NOS", "method": "the ωB97M-V functional and the def2-TZVPD basis", "species": ["C", "C", "S", "C", "N", "C", "C", "O", "H", "H", "H", "H", "H", "H", "H", "H", "H", "H", "H", "H", "H"], "positions_angstrom": [[0.66073, -1.68440, -0.28067], [-0.71000, -2.14003, -1.00104], [-1.52692, -3.28560, 0.13306], [0.35031, -0.89174, 1.02513], [-0.26301, 0.41576, 0.94035], [0.55945, 1.48468, 0.35883], [-0.19455, 2.70026, -0.25028], [0.61656, 3.42375, -1.13994], [1.41391, -1.26845, -0.97229], [1.11436, -2.63009, 0.09321], [-1.27250, -1.27326, -1.35088], [-0.58000, -2.78379, -1.92133], [-2.35302, -1.53030, 0.53334], [-0.19830, -1.50036, 1.76812], [1.31295, -0.69619, 1.38490], [-0.55976, 0.66267, 1.86866], [1.12478, 1.03120, -0.46175], [1.38567, 1.64146, 1.09726], [-0.47628, 3.42494, 0.50955], [-1.15212, 2.15954, -0.52867], [0.74772, 2.73996, -1.80558]], "lumo_energy_ev": -0.8, "homo_ev": -8.88, "total_charge": 0, "orbital_gap_ev": 8.048}

---

Most stable: *two* (next structure +100.3 kJ/mol)

---

*one*
{"formula": "CH3N5O", "method": "the ωB97M-V functional and the def2-TZVPD basis", "species": ["H", "N", "C", "O", "N", "N", "N", "N", "H", "H"], "positions_angstrom": [[-0.04079, 2.83013, -0.51145], [0.62562, 1.93216, -0.03779], [0.03893, 0.83549, 0.12708], [-1.30454, 0.54583, 0.12437], [-1.61266, -0.70237, -0.15237], [-0.52315, -1.39639, -0.06984], [0.51101, -0.52191, 0.19822], [1.78879, -0.85950, -0.15321], [2.33560, -0.26338, -0.66524], [2.38062, -1.11026, 0.92423]], "lumo_energy_ev": 0.7, "homo_ev": -9.53, "total_charge": 0, "orbital_gap_ev": 10.195}

---

*two*
{"formula": "CH3N5O", "method": "the ωB97M-V functional and the def2-TZVPD basis", "species": ["O", "N", "C", "N", "N", "N", "N", "H", "H", "H"], "positions_angstrom": [[0.11085, 1.00654, -2.26601], [-0.91662, 0.62459, -1.21443], [-0.25099, -0.34594, -0.46543], [1.03212, -0.43357, -0.42189], [1.51643, -0.51014, 0.85687], [0.50154, -0.38892, 1.66220], [-0.71322, -0.62544, 0.83416], [-0.45550, 1.76518, -2.61350], [0.44697, -1.07600, 2.41668], [-1.27157, -0.01631, 1.21134]], "lumo_energy_ev": -0.8, "homo_ev": -8.58, "total_charge": 0, "orbital_gap_ev": 7.762}

---

Most stable: *one* (next structure +100.1 kJ/mol)